Here is 18 unconnected molecules or ions with the total composition C46H133N5O31 in a non-equilibrium geometry from the Open Molecules 2025 dataset. Energies are from ωB97M-V/def2-TZVPD.

Calculated values
- E_LUMO: 0.08 eV
- Energy above the lowest of the compared OMol25 structures with the same formula, charge and spin: 0.0000 eV
- HOMO energy: -9.0 eV
- M: 1252.57 g/mol
- HOMO-LUMO gap: 9.091 eV

Bonds (Å) are listed after each position.
Element x y z (Å)
1 C 0.1285 0.1586 8.2299  C2 1.570, O4 1.450, H5 1.090, H6 1.090
2 C -0.3807 -0.1727 9.6771  C1 1.570, O3 1.413, H7 1.090, H8 1.090
3 O -1.5488 0.5764 9.9438  C2 1.413, H9 0.960
4 O -0.8779 0.2502 7.1896  C1 1.450, H10 0.960
5 H 0.6997 -0.6932 7.8608  C1 1.090
6 H 0.8013 1.0119 8.1439  C1 1.090
7 H 0.3230 0.2352 10.4028  C2 1.090
8 H -0.8063 -1.1552 9.8813  C2 1.090
9 H -1.9026 0.8503 9.0945  O3 0.960
10 H -0.4240 0.6824 6.4625  O4 0.960
11 C -0.2293 -4.2266 3.7820  C12 1.540, O14 1.458, H15 1.090, H16 1.090
12 C -1.4894 -4.0927 2.9062  C11 1.540, O13 1.448, H17 1.090, H18 1.090
13 O -2.7066 -3.7396 3.6064  C12 1.448, H19 0.960
14 O 0.0640 -2.9105 4.3354  C11 1.458, H20 0.960
15 H 0.6004 -4.5789 3.1693  C11 1.090
16 H -0.3489 -4.9797 4.5610  C11 1.090
17 H -1.6854 -4.9566 2.2710  C12 1.090
18 H -1.3231 -3.3246 2.1509  C12 1.090
19 H -2.7858 -2.7849 3.6694  O13 0.960
20 H -0.6132 -2.7375 4.9936  O14 0.960
21 C 2.1364 -3.3524 -3.5493  C22 1.519, O24 1.404, H25 1.090, H26 1.090
22 C 2.9085 -2.9480 -2.3058  C21 1.519, O23 1.504, H27 1.090, H28 1.090
23 O 4.3648 -2.7660 -2.6332  C22 1.504, H29 0.960
24 O 0.7652 -3.3061 -3.2527  C21 1.404, H30 0.960
25 H 2.4352 -4.3481 -3.8771  C21 1.090
26 H 2.4507 -2.7347 -4.3907  C21 1.090
27 H 2.8310 -3.7798 -1.6057  C22 1.090
28 H 2.4813 -2.0925 -1.7826  C22 1.090
29 H 4.5997 -3.6214 -3.0003  O23 0.960
30 H 0.3039 -3.0350 -4.0498  O24 0.960
31 C 0.9501 5.3589 -3.6805  C32 1.515, O34 1.410, H35 1.090, H36 1.090
32 C -0.2281 4.9281 -4.5298  C31 1.515, O33 1.444, H37 1.090, H38 1.090
33 O -1.0457 3.8597 -4.0057  C32 1.444, H39 0.960
34 O 1.5896 6.4467 -4.3095  C31 1.410, H40 0.960
35 H 1.7031 4.5713 -3.6524  C31 1.090
36 H 0.6294 5.5652 -2.6594  C31 1.090
37 H 0.0059 4.8737 -5.5930  C32 1.090
38 H -0.9184 5.7713 -4.5052  C32 1.090
39 H -1.5019 4.1201 -3.2022  O33 0.960
40 H 1.7892 7.0884 -3.6240  O34 0.960
41 C -2.6788 -0.1431 3.2287  C42 1.572, O44 1.444, H45 1.090, H46 1.090
42 C -3.0840 0.4624 1.8353  C41 1.572, O43 1.446, H47 1.090, H48 1.090
43 O -2.4507 1.7603 1.7550  C42 1.446, H49 0.960
44 O -3.5654 -1.1421 3.7764  C41 1.444, H50 0.960
45 H -2.6984 0.6242 4.0025  C41 1.090
46 H -1.6398 -0.4618 3.3121  C41 1.090
47 H -4.1730 0.4884 1.7983  C42 1.090
48 H -2.8400 -0.2512 1.0483  C42 1.090
49 H -1.5245 1.6421 1.5320  O43 0.960
50 H -4.3747 -0.6460 3.9196  O44 0.960
51 C -4.1096 1.5524 -4.1177  C52 1.530, O54 1.445, H55 1.090, H56 1.090
52 C -3.1319 0.5588 -3.4872  C51 1.530, O53 1.386, H57 1.090, H58 1.090
53 O -2.4141 -0.0375 -4.5117  C52 1.386, H59 0.960
54 O -5.1525 0.7585 -4.7260  C51 1.445, H60 0.960
55 H -3.6244 2.1488 -4.8903  C51 1.090
56 H -4.5938 2.3209 -3.5152  C51 1.090
57 H -3.5416 -0.2724 -2.9133  C52 1.090
58 H -2.4844 1.0496 -2.7606  C52 1.090
59 H -1.9979 0.6227 -5.0706  O53 0.960
60 H -4.6824 0.0887 -5.2279  O54 0.960
61 C -1.5988 4.7771 0.0445  C62 1.536, O64 1.406, H65 1.090, H66 1.090
62 C -2.6729 3.9961 -0.7277  C61 1.536, O63 1.390, H67 1.090, H68 1.090
63 O -2.8251 4.3830 -2.0538  C62 1.390, H69 0.960
64 O -1.8499 6.1588 -0.0149  C61 1.406, H70 0.960
65 H -0.6253 4.5701 -0.4001  C61 1.090
66 H -1.5937 4.3610 1.0519  C61 1.090
67 H -3.6718 4.0685 -0.2976  C62 1.090
68 H -2.4224 2.9353 -0.7265  C62 1.090
69 H -3.6211 4.9196 -2.0653  O63 0.960
70 H -1.9507 6.3484 -0.9505  O64 0.960
71 C -0.5407 -3.9266 -6.8008  C72 1.548, O74 1.414, H75 1.090, H76 1.090
72 C -1.2340 -2.5531 -6.6296  C71 1.548, O73 1.344, H77 1.090, H78 1.090
73 O -0.6835 -2.0326 -5.5196  C72 1.344, H79 0.960
74 O -0.9621 -4.9429 -5.9127  C71 1.414, H80 0.960
75 H 0.5393 -3.8089 -6.7126  C71 1.090
76 H -0.8146 -4.2851 -7.7931  C71 1.090
77 H -2.3177 -2.6694 -6.6388  C72 1.090
78 H -0.9530 -2.0874 -7.5742  C72 1.090
79 H -1.3967 -1.5196 -5.1328  O73 0.960
80 H -1.9218 -4.9520 -5.9321  O74 0.960
81 C -7.2033 1.2447 -1.7403  C82 1.591, O84 1.420, H85 1.090, H86 1.090
82 C -5.9211 1.4717 -0.8265  C81 1.591, O83 1.427, H87 1.090, H88 1.090
83 O -6.2782 1.4736 0.5549  C82 1.427, H89 0.960
84 O -7.9974 2.4087 -1.9125  C81 1.420, H90 0.960
85 H -7.8551 0.5185 -1.2545  C81 1.090
86 H -6.8565 0.9366 -2.7266  C81 1.090
87 H -5.4545 2.4248 -1.0753  C82 1.090
88 H -5.2104 0.6653 -1.0076  C82 1.090
89 H -6.9344 2.1678 0.6502  O83 0.960
90 H -8.3769 2.7251 -1.0894  O84 0.960
91 C 6.5649 -1.1920 0.1320  C92 1.590, O94 1.384, H95 1.090, H96 1.090
92 C 5.6282 -0.1692 -0.6452  C91 1.590, O93 1.454, H97 1.090, H98 1.090
93 O 5.5830 -0.3981 -2.0806  C92 1.454, H99 0.960
94 O 7.8930 -1.0746 -0.2410  C91 1.384, H100 0.960
95 H 6.1780 -2.1823 -0.1083  C91 1.090
96 H 6.4429 -0.9617 1.1904  C91 1.090
97 H 6.1221 0.8009 -0.5890  C92 1.090
98 H 4.6262 -0.1395 -0.2171  C92 1.090
99 H 5.1499 -1.2250 -2.3045  O93 0.960
100 H 7.9135 -0.8696 -1.1786  O94 0.960
101 C 0.7980 0.6242 -7.3149  C102 1.569, O104 1.462, H105 1.090, H106 1.090
102 C 0.5093 1.9110 -6.4643  C101 1.569, O103 1.422, H107 1.090, H108 1.090
103 O -0.7768 1.8127 -5.8651  C102 1.422, H109 0.960
104 O 1.2423 -0.5459 -6.5587  C101 1.462, H110 0.960
105 H 1.6609 0.8191 -7.9516  C101 1.090
106 H 0.0157 0.4767 -8.0594  C101 1.090
107 H 0.5110 2.8457 -7.0250  C102 1.090
108 H 1.1452 1.9076 -5.5791  C102 1.090
109 H -0.8497 2.3782 -5.0927  O103 0.960
110 H 0.4507 -1.0096 -6.2761  O104 0.960
111 C 0.3627 2.2327 4.5202  C112 1.523, O114 1.401, H115 1.090, H116 1.090
112 C 0.0356 3.3730 5.4748  C111 1.523, O113 1.432, H117 1.090, H118 1.090
113 O 0.9682 3.6777 6.5174  C112 1.432, H119 0.960
114 O 0.3548 0.9294 5.0349  C111 1.401, H120 0.960
115 H 1.3629 2.4553 4.1484  C111 1.090
116 H -0.3180 2.2094 3.6692  C111 1.090
117 H -0.9701 3.3111 5.8906  C112 1.090
118 H -0.0124 4.2787 4.8702  C112 1.090
119 H 1.6075 4.3149 6.1905  O113 0.960
120 H 0.8484 0.4178 4.3897  O114 0.960
121 C 0.1628 0.7676 -0.2099  C122 1.520, O124 1.425, H125 1.090, H126 1.090
122 C -0.2335 -0.6551 -0.5692  C121 1.520, O123 1.382, H127 1.090, H128 1.090
123 O 0.2491 -1.7015 0.1942  C122 1.382, H129 0.960
124 O -0.0203 1.1287 1.1561  C121 1.425, H130 0.960
125 H -0.2661 1.4551 -0.9391  C121 1.090
126 H 1.2455 0.7837 -0.3344  C121 1.090
127 H 0.1335 -0.8671 -1.5734  C122 1.090
128 H -1.3224 -0.7056 -0.5718  C122 1.090
129 H -0.1097 -2.4999 -0.1999  O123 0.960
130 H 0.4687 0.4605 1.6419  O124 0.960
131 C -3.1045 -7.6343 0.1876  C132 1.564, H137 1.090, H138 1.090, H139 1.090
132 C -2.0029 -8.2220 -0.7539  C131 1.564, C133 1.515, N136 1.487, H140 1.090
133 C -0.6227 -8.1411 -0.1354  C132 1.515, O134 1.451, H141 1.090, H142 1.090
134 O -0.2238 -6.7786 -0.4346  C133 1.451, C135 1.399
135 C 0.9255 -6.4854 0.3078  O134 1.399, H143 1.090, H144 1.090, H145 1.090
136 N -2.3732 -9.6561 -0.8824  C132 1.487, H146 1.010, H147 1.010
137 H -3.9534 -7.2426 -0.3728  C131 1.090
138 H -2.6543 -6.7793 0.6918  C131 1.090
139 H -3.4216 -8.3396 0.9558  C131 1.090
140 H -2.0237 -7.9294 -1.8037  C132 1.090
141 H 0.0678 -8.8651 -0.5681  C133 1.090
142 H -0.6442 -8.2554 0.9483  C133 1.090
143 H 0.6341 -6.5271 1.3573  C135 1.090
144 H 1.2573 -5.4471 0.3061  C135 1.090
145 H 1.7822 -7.1366 0.1339  C135 1.090
146 H -1.5900 -10.1721 -1.2570  N136 1.010
147 H -3.0865 -9.7500 -1.5912  N136 1.010
148 C -2.5828 -4.8754 -2.3643  C149 1.548, H154 1.090, H155 1.090, H156 1.090
149 C -2.3463 -3.5798 -1.5508  C148 1.548, C150 1.508, N153 1.418, H157 1.090
150 C -3.2422 -3.1721 -0.4078  C149 1.508, O151 1.412, H158 1.090, H159 1.090
151 O -4.4264 -2.5845 -0.9052  C150 1.412, C152 1.395
152 C -5.2433 -2.0649 0.0988  O151 1.395, H160 1.090, H161 1.090, H162 1.090
153 N -1.0038 -3.8291 -1.1686  C149 1.418, H163 1.010, H164 1.010
154 H -2.6425 -5.7629 -1.7343  C148 1.090
155 H -1.9536 -5.0028 -3.2451  C148 1.090
156 H -3.5428 -4.8665 -2.8804  C148 1.090
157 H -2.3576 -2.6816 -2.1683  C149 1.090
158 H -2.6594 -2.4009 0.0959  C150 1.090
159 H -3.4328 -4.0624 0.1913  C150 1.090
160 H -5.9999 -1.3817 -0.2873  C152 1.090
161 H -4.6612 -1.5362 0.8536  C152 1.090
162 H -5.6816 -2.9257 0.6038  C152 1.090
163 H -0.9085 -4.7895 -0.8708  N153 1.010
164 H -0.4592 -3.7636 -2.0166  N153 1.010
165 C 1.8315 5.6795 2.8128  C166 1.583, H171 1.090, H172 1.090, H173 1.090
166 C 2.0243 6.6449 4.0530  C165 1.583, C167 1.574, N170 1.428, H174 1.090
167 C 3.3262 6.4258 4.9101  C166 1.574, O168 1.403, H175 1.090, H176 1.090
168 O 3.0855 5.2308 5.6039  C167 1.403, C169 1.467
169 C 4.2356 4.7250 6.3619  O168 1.467, H177 1.090, H178 1.090, H179 1.090
170 N 1.9330 8.0203 3.6812  C166 1.428, H180 1.010, H181 1.010
171 H 1.8430 4.6390 3.1375  C165 1.090
172 H 2.6959 5.8341 2.1670  C165 1.090
173 H 0.9046 5.9292 2.2966  C165 1.090
174 H 1.1746 6.5006 4.7202  C166 1.090
175 H 3.4636 7.2306 5.6323  C167 1.090
176 H 4.1878 6.3888 4.2435  C167 1.090
177 H 4.7160 5.3313 7.1298  C169 1.090
178 H 5.0032 4.3947 5.6621  C169 1.090
179 H 4.0456 3.7773 6.8657  C169 1.090
180 H 1.5394 8.4886 4.4848  N170 1.010
181 H 1.2269 8.1182 2.9658  N170 1.010
182 C 2.4515 0.8041 -3.1672  C183 1.524, H188 1.090, H189 1.090, H190 1.090
183 C 3.3157 2.0510 -3.3135  C182 1.524, C184 1.550, N187 1.412, H191 1.090
184 C 3.4021 2.8977 -2.0181  C183 1.550, O185 1.427, H192 1.090, H193 1.090
185 O 2.1168 3.3206 -1.5660  C184 1.427, C186 1.413
186 C 2.2587 3.8878 -0.2796  O185 1.413, H194 1.090, H195 1.090, H196 1.090
187 N 4.5755 1.6396 -3.8006  C183 1.412, H197 1.010, H198 1.010
188 H 2.6217 0.2322 -2.2551  C182 1.090
189 H 2.5971 0.1860 -4.0531  C182 1.090
190 H 1.4128 1.1341 -3.1489  C182 1.090
191 H 2.8482 2.6711 -4.0784  C183 1.090
192 H 3.9937 3.8001 -2.1728  C184 1.090
193 H 3.9587 2.2233 -1.3673  C184 1.090
194 H 2.9044 4.7644 -0.2279  C186 1.090
195 H 2.7196 3.1822 0.4118  C186 1.090
196 H 1.3002 4.1792 0.1498  C186 1.090
197 H 4.8992 0.9315 -3.1573  N187 1.010
198 H 5.2907 2.3353 -3.6432  N187 1.010
199 C 3.2102 -1.9154 2.3594  C200 1.563, H205 1.090, H206 1.090, H207 1.090
200 C 2.5888 -0.6085 2.9485  C199 1.563, C201 1.558, N204 1.442, H208 1.090
201 C 3.1848 0.6650 2.2770  C200 1.558, O202 1.406, H209 1.090, H210 1.090
202 O 4.5604 0.9284 2.3967  C201 1.406, C203 1.426
203 C 4.9526 1.0852 3.7583  O202 1.426, H211 1.090, H212 1.090, H213 1.090
204 N 1.1617 -0.7385 2.7867  C200 1.442, H214 1.010, H215 1.010
205 H 2.7885 -2.6977 2.9905  C199 1.090
206 H 4.2900 -1.9987 2.4832  C199 1.090
207 H 2.9065 -2.0368 1.3196  C199 1.090
208 H 2.8069 -0.7585 4.0059  C200 1.090
209 H 2.6956 1.5656 2.6481  C201 1.090
210 H 2.9366 0.6686 1.2156  C201 1.090
211 H 4.4776 1.9221 4.2701  C203 1.090
212 H 6.0151 1.2997 3.6434  C203 1.090
213 H 4.8588 0.1524 4.3144  C203 1.090
214 H 0.7625 -1.4632 3.3660  N204 1.010
215 H 0.9443 -1.1144 1.8748  N204 1.010